Molecular formula: BCsF4
Method: DFT, the ωB97M-V functional and the def2-TZVPD basis

XYZ file:
```
6
Properties=species:S:1:pos:R:3:mulliken_charge:R:1
Cs 1.13481 3.86631 0.55668 0.999
B -0.19819 -0.73467 -0.13583 0.595
F -1.12924 0.17598 -0.55520 -0.392
F -0.86689 -1.61356 0.71407 -0.401
F 0.18201 -1.51769 -1.18589 -0.369
F 0.87752 -0.17635 0.60619 -0.433
```

Largest force on an atom, hartree/bohr: 0.04451
Frontier orbital gap, eV: 8.1
M, u: 219.71
Relative energy (zero: lowest compared OMol25 entry of this formula, charge and spin), kcal per mole: 32.9



Molecular formula: C2H9NO
Method: DFT, the ωB97M-V functional and the def2-TZVPD basis

XYZ file:
```
13
Properties=species:S:1:pos:R:3:mulliken_charge:R:1
N 2.28605 -0.11499 -0.92243 -0.637
H 2.82393 -0.65933 -1.57120 0.203
H -0.72352 -5.65326 3.60660 0.002
H 1.37747 0.02973 -1.33219 0.257
H 2.66826 0.73751 -0.56053 0.214
C -1.46919 2.13622 -0.53155 -0.245
O -0.31841 1.72139 -1.32955 -0.376
C -0.75235 0.85233 -0.33975 -0.422
H -2.32974 2.22770 -1.18365 0.239
H -1.19258 2.90191 0.16213 0.206
H -1.29477 -0.07435 -0.50872 0.307
H -0.24207 0.87385 0.61977 0.255
H -0.83310 -4.97872 3.89106 -0.002
```

Largest force on an atom, hartree/bohr: 0.04922
Frontier orbital gap, eV: 10.7
M, u: 63.10
Relative energy (zero: lowest compared OMol25 entry of this formula, charge and spin), kcal per mole: 61.7



Molecular formula: C23H62ClN6O5
Method: DFT, the ωB97M-V functional and the def2-TZVPD basis

XYZ file:
```
97
Properties=species:S:1:pos:R:3:mulliken_charge:R:1
C 2.69442 2.72206 0.56511 -0.876
C 1.67703 3.82457 0.35646 0.165
Cl 1.85752 4.40693 -1.37822 -0.289
C 0.22848 3.42801 0.63557 -0.813
N -0.12489 2.12606 0.13204 0.052
H 3.71150 3.12155 0.57236 0.457
H 2.49009 2.23451 1.52104 0.220
H 2.62324 1.98202 -0.22908 -0.081
H 1.93490 4.68678 0.97077 0.453
H -0.37146 4.24212 0.20740 -0.117
H 0.13931 3.57666 1.74375 0.238
H -1.11043 2.00121 0.37629 0.048
C -0.12203 -1.20472 3.43655 -1.398
C 0.30291 -0.58748 2.10765 0.644
C -0.32230 -1.21248 0.86423 1.090
O 0.21019 -2.48259 0.48925 -0.381
C -0.32929 -3.58058 1.18336 -0.750
N 1.76714 -0.57186 2.04012 -0.395
H 0.37907 -2.16085 3.61307 -0.025
H 0.14815 -0.53651 4.25575 0.399
H -1.20141 -1.37060 3.47307 0.397
H -0.01960 0.45815 2.06911 -0.020
H -0.12178 -0.52961 0.04094 -1.447
H -1.41381 -1.28724 0.97182 0.529
H -1.39186 -3.42685 1.41022 0.329
H 0.19040 -3.77724 2.12708 0.147
H -0.23180 -4.46105 0.54603 0.287
H 2.04239 -0.03208 1.22335 0.053
H 2.08522 -1.52111 1.85876 0.374
C -2.85062 4.19422 -4.11731 -1.715
C -2.45907 3.45275 -2.84413 0.576
C -2.72721 4.22693 -1.55207 -0.736
O -1.78664 5.24999 -1.31460 -0.176
C -2.04833 6.54117 -1.79276 -0.768
N -1.06160 3.02864 -2.91836 -0.386
H -2.12566 4.97838 -4.34522 0.290
H -2.86169 3.50501 -4.96208 0.389
H -3.83866 4.65434 -4.02718 0.384
H -3.07011 2.54362 -2.77904 0.296
H -2.58165 3.51617 -0.73493 0.185
H -3.75251 4.62312 -1.49121 0.528
H -3.11050 6.80073 -1.68907 0.322
H -1.76410 6.66704 -2.84373 0.232
H -1.45585 7.23247 -1.19307 0.232
H -0.83654 2.46017 -2.09107 -0.078
H -0.47068 3.84606 -2.79410 0.291
C 1.81245 -2.10552 7.90083 -1.348
C 2.19347 -3.42563 7.24024 0.333
C 3.42695 -3.33445 6.33066 -0.702
O 3.19252 -2.71577 5.08910 -0.337
C 3.26305 -1.29804 5.08461 -0.466
N 1.01929 -3.96696 6.55516 -0.728
H 1.32530 -1.43981 7.18778 0.232
H 1.10956 -2.28643 8.71377 0.341
H 2.68845 -1.59314 8.30303 0.351
H 2.46000 -4.13474 8.03264 0.401
H 3.75077 -4.35262 6.09564 0.332
H 4.25099 -2.83310 6.85810 0.385
H 4.05175 -0.94433 5.75860 0.359
H 2.31439 -0.84269 5.37544 0.060
H 3.47208 -0.98509 4.06505 0.174
H 1.22044 -4.89990 6.21033 0.277
H 0.84544 -3.40502 5.72585 0.289
C 0.98686 -0.13204 -5.27860 -1.136
C 2.49703 -0.03122 -5.08650 0.290
C 2.99482 -0.59175 -3.74572 -0.703
O 2.74009 0.23561 -2.64180 -0.438
C 1.44480 0.09881 -2.07549 0.879
N 2.90961 1.35540 -5.30956 -0.746
H 0.46653 0.62416 -4.68879 0.057
H 0.73377 0.03683 -6.32564 0.381
H 0.61407 -1.11490 -4.98086 0.324
H 2.97883 -0.64118 -5.86082 0.403
H 4.08415 -0.68685 -3.80325 0.362
H 2.57837 -1.59609 -3.57817 0.353
H 1.12466 -0.95028 -2.10335 0.292
H 0.70547 0.72548 -2.58083 -0.288
H 1.46969 0.44798 -1.04598 -0.784
H 3.92264 1.41600 -5.29128 0.277
H 2.59542 1.91152 -4.51770 0.327
C -2.99075 -3.80128 -3.14215 -1.396
C -4.04491 -3.45101 -2.09779 0.310
C -4.28582 -1.94346 -1.93527 -0.738
O -3.27825 -1.26671 -1.22518 -0.346
C -2.15330 -0.86859 -1.99572 -0.077
N -3.69595 -4.10772 -0.83663 -0.722
H -1.98694 -3.60854 -2.76208 0.237
H -3.05082 -4.86123 -3.38926 0.353
H -3.12639 -3.22026 -4.05618 0.355
H -5.00109 -3.87275 -2.42876 0.469
H -5.20043 -1.80672 -1.35054 0.366
H -4.44198 -1.47618 -2.91771 0.396
H -2.46000 -0.54716 -2.99719 0.482
H -1.42062 -1.67493 -2.08023 0.001
H -1.68558 -0.02554 -1.48637 -0.172
H -4.44542 -3.97900 -0.16443 0.274
H -2.89527 -3.62174 -0.44086 0.249
```

Largest force on an atom, hartree/bohr: 0.00735
Frontier orbital gap, eV: 5.2
M, u: 538.24
Total charge: -1



E_tot list, top to bottom, in eV: -12100.0198; -5754.8457; -56554.9134